Formula: C60H180N24O24P12
Source: OMol25
Level of theory: ωB97M-V with the def2-TZVPD basis set

Its spin multiplicity is 1. The calculation puts the strongest force on any atom at 3.91 eV/A. Its total energy is -261525.801 eV. Its SMILES is CN(C)P(=O)(N(C)C)N(C)C.CN(C)P(=O)(N(C)C)N(C)C.CN(C)P(=O)(N(C)C)N(C)C.CN(C)P(=O)(N(C)C)N(C)C.CN(C)P(=O)(N(C)C)N(C)C.CN(C)P(=O)(N(C)C)N(C)C.CN(C)P(=O)(N(C)C)N(C)C.CN(C)P(=O)(N(C)C)N(C)C.COP(=O)(OC)OC.COP(=O)(OC)OC.COP(=O)(OC)OC.COP(=O)(OC)OC. Its energy above the lowest of the compared OMol25 structures with the same formula, charge and spin is 1.818 eV. As for the lowest unoccupied orbital energy: 0.3 eV. The HOMO-LUMO gap comes out at 0.302 Ha.

Each line ends with the Mulliken charge.
Element x y z (Å)
O 0.50181 -4.07281 -5.42977  -0.988
P -0.48197 -3.00318 -5.69426  0.637
N -2.06677 -3.26911 -5.36043  0.827
C -2.31008 -3.50506 -3.96001  -0.973
C -2.99698 -3.82014 -6.37257  -1.127
N -0.53134 -2.66135 -7.36533  0.123
C 0.66308 -3.09061 -8.12783  -1.097
C -1.04541 -1.34480 -7.81373  -0.909
N -0.10523 -1.61671 -4.87219  0.622
C -0.95367 -0.58656 -4.47916  -1.357
C 1.26121 -1.38627 -4.52802  -1.359
H -1.52423 -3.16019 -3.33076  -0.252
H -2.46595 -4.60254 -3.69120  0.541
H -3.18246 -2.90038 -3.61436  0.398
H -2.72897 -4.89539 -6.53898  0.299
H -3.00371 -3.27939 -7.32021  0.303
H -3.98906 -3.71076 -5.97002  0.385
H 0.93342 -4.09830 -7.90105  0.290
H 0.47689 -3.19860 -9.24281  0.324
H 1.40161 -2.36490 -7.92616  0.363
H -1.17301 -1.49998 -8.92828  0.385
H -1.97857 -1.01160 -7.33422  0.168
H -0.25882 -0.59716 -7.75196  0.298
H -0.98186 -0.39883 -3.35934  0.206
H -0.79323 0.37224 -4.93723  0.467
H -2.01716 -0.82324 -4.67237  0.396
H 1.37480 -1.40775 -3.46585  0.115
H 1.60899 -0.39376 -4.82352  0.333
H 1.99333 -2.01280 -5.06332  0.491
O -5.88526 -1.90457 1.73270  -0.419
P -7.21125 -1.43843 1.30052  -0.238
N -7.52838 -1.56865 -0.28986  0.657
C -8.63870 -0.93962 -1.06171  -1.157
C -6.95727 -2.69179 -1.07288  -0.680
N -7.43119 0.21484 1.49432  0.422
C -6.78881 1.20520 0.64129  -0.782
C -8.01625 0.75252 2.75664  -1.068
N -8.38911 -2.07899 2.29039  0.657
C -9.75508 -2.46405 1.96182  -1.015
C -7.97320 -2.74604 3.48139  -1.059
H -8.16426 -0.82299 -2.05782  0.333
H -8.98019 0.03171 -0.68356  0.323
H -9.55582 -1.68159 -1.23286  0.233
H -7.84431 -3.30252 -1.48106  0.334
H -6.22636 -3.33087 -0.47935  0.177
H -6.52920 -2.25240 -1.99948  0.002
H -5.88203 1.56667 1.11674  0.014
H -6.46031 0.69951 -0.30110  0.078
H -7.41841 2.01153 0.35066  0.546
H -7.90567 1.87277 2.71222  0.432
H -9.02233 0.39831 2.87764  0.251
H -7.45572 0.46580 3.63023  0.242
H -10.11627 -1.85510 1.09031  0.237
H -9.75243 -3.53152 1.62609  0.309
H -10.43611 -2.25932 2.79477  0.372
H -8.74332 -2.49534 4.18576  0.367
H -7.04121 -2.34527 3.78434  0.195
H -7.95279 -3.88236 3.43000  0.251
O -2.46754 -8.13841 -1.57686  -0.974
P -1.40984 -7.28100 -1.07783  -0.010
N -1.90551 -5.89876 -0.29383  0.318
C -3.01237 -5.19637 -0.87764  -1.000
C -1.15889 -4.98062 0.52457  1.229
N -0.54673 -6.84800 -2.38999  0.786
C -0.80181 -7.47655 -3.69602  -1.093
C 0.29505 -5.71948 -2.37498  -1.093
N -0.44417 -7.96692 0.07514  0.450
C -0.85138 -8.20020 1.43882  -0.664
C 0.66349 -8.75277 -0.43216  -0.608
H -3.47328 -4.68067 -0.00144  0.273
H -3.79193 -5.83137 -1.35302  0.291
H -2.75192 -4.46612 -1.64362  0.152
H -0.39603 -5.62684 0.96330  -0.318
H -1.86897 -4.56790 1.21336  -0.556
H -0.58586 -4.19883 -0.08226  -0.380
H -0.19233 -8.34089 -3.87903  0.334
H -1.84724 -7.84606 -3.73185  0.372
H -0.56499 -6.85891 -4.56247  0.264
H 0.90778 -5.61718 -1.49497  0.439
H 1.05240 -5.74721 -3.19047  0.574
H -0.22625 -4.83585 -2.57756  -0.182
H -1.40468 -9.11619 1.53579  0.394
H 0.01986 -8.30327 2.15031  0.233
H -1.39228 -7.29751 1.77203  0.037
H 0.98517 -8.51552 -1.41784  0.269
H 0.58280 -9.86417 -0.39300  0.329
H 1.49769 -8.48958 0.21731  -0.107
O 1.73300 5.34012 -2.39573  -0.266
P 1.50334 5.55167 -3.79377  -0.498
N 0.44655 6.66570 -4.38975  0.383
C -0.95953 6.41999 -4.15682  -0.631
C 0.84001 8.04475 -4.35365  -1.078
N 0.94535 4.12943 -4.43572  0.786
C 0.42071 3.88603 -5.80673  -1.063
C 0.68809 2.94417 -3.53094  0.157
N 2.90599 6.09651 -4.50070  0.632
C 3.04256 6.19046 -5.99554  -1.299
C 4.18883 5.92471 -3.79062  -0.543
H -1.05526 5.32215 -4.18878  -0.028
H -1.58725 6.80968 -4.99075  0.351
H -1.44128 6.72846 -3.18256  0.226
H 0.12296 8.60066 -4.96687  0.420
H 1.75935 8.17428 -4.85910  0.336
H 0.84975 8.52185 -3.32565  0.188
H -0.61252 3.46485 -5.81918  -0.020
H 0.45962 4.80818 -6.38178  0.403
H 1.07281 3.22603 -6.36721  0.440
H 1.24151 2.17582 -3.95053  0.234
H 0.95234 3.18815 -2.54489  -0.443
H -0.37075 2.70198 -3.48746  -0.069
H 3.54649 5.31650 -6.40763  0.226
H 2.11970 6.36037 -6.51188  0.386
H 3.64621 7.09765 -6.09257  0.459
H 3.98280 5.83000 -2.72721  -0.327
H 4.78160 6.87146 -3.78233  0.323
H 4.94315 5.20520 -4.29903  0.234
O 4.11673 0.27265 -0.63572  -0.082
P 5.22760 0.83150 -1.47633  -0.193
N 6.69381 0.13955 -1.15558  0.206
C 6.89484 0.06452 0.28583  -0.855
C 7.97018 0.45480 -1.80886  -1.196
N 5.26152 2.49498 -1.21035  1.524
C 4.03827 3.15024 -0.70789  -0.353
C 6.17837 3.47006 -1.75668  -0.934
N 5.17323 0.42453 -3.10430  0.256
C 4.09743 1.05673 -3.80181  -0.430
C 5.47324 -0.94234 -3.60603  -0.897
H 7.58514 -0.76629 0.54435  0.458
H 6.03272 -0.40746 0.73432  -0.266
H 7.13533 1.00834 0.79619  0.305
H 8.48660 1.20495 -1.18534  0.341
H 7.84741 0.87810 -2.83202  0.385
H 8.63137 -0.46547 -1.73071  0.319
H 4.35455 3.92232 0.00794  0.162
H 3.46912 3.73123 -1.53559  -0.008
H 3.29895 2.48855 -0.19875  -0.736
H 6.86928 3.86489 -0.98331  0.319
H 6.91292 3.05597 -2.40819  0.353
H 5.69379 4.30174 -2.24375  -0.042
H 3.24804 0.43036 -3.97138  -0.092
H 3.83930 1.97937 -3.28098  -0.212
H 4.39541 1.46078 -4.78187  0.506
H 4.68843 -1.60427 -3.22240  0.133
H 6.42850 -1.24576 -3.13192  0.300
H 5.50266 -0.96076 -4.68471  0.371
O 4.35196 -0.51006 5.12763  -0.887
P 3.76625 0.82151 5.20058  0.122
N 4.69631 1.87244 6.02477  0.560
C 4.92640 3.31725 5.78573  -0.990
C 5.54750 1.37456 7.07565  -1.163
N 2.26120 0.75658 5.94887  0.780
C 1.72672 1.78264 6.91544  -0.662
C 1.52017 -0.49240 5.95163  -0.754
N 3.48691 1.56196 3.71616  1.466
C 2.14356 1.78292 3.20139  1.107
C 4.54773 1.76736 2.81119  -0.702
H 4.07932 3.70109 5.27139  0.251
H 5.80759 3.48051 5.13828  0.265
H 5.11823 3.84650 6.74943  0.348
H 5.39330 0.31235 7.21265  0.313
H 5.37567 1.91308 8.00630  0.314
H 6.64759 1.65195 6.86675  0.308
H 1.56319 1.38403 7.97796  0.267
H 2.46334 2.60580 6.95543  0.156
H 0.73473 2.08359 6.54846  0.124
H 0.50126 -0.47135 5.61461  0.424
H 2.05344 -1.13560 5.25434  -0.376
H 1.61046 -1.04934 6.91605  0.204
H 1.87946 2.83242 3.11242  -0.311
H 2.10473 1.29405 2.15905  -0.253
H 1.44447 1.20544 3.80539  -0.495
H 5.50122 1.38975 3.14492  0.701
H 4.75259 2.87931 2.49298  -0.385
H 4.39429 1.35575 1.82177  -0.163
O 1.49886 -4.08378 2.31343  0.640
P 2.90773 -4.33262 1.91160  -1.243
N 3.99864 -3.38060 2.65111  0.420
C 4.24760 -2.01892 2.21216  -0.628
C 4.20385 -3.56739 4.06407  -1.335
N 3.07683 -4.18709 0.31473  1.703
C 2.53771 -2.98450 -0.23413  -1.640
C 4.33119 -4.63701 -0.43805  -1.173
N 3.35791 -5.90005 2.29253  0.879
C 2.35941 -6.94813 2.23791  -0.075
C 4.66344 -6.34589 2.71207  -1.435
H 5.09744 -1.57939 2.78519  0.567
H 3.42963 -1.33286 2.33900  -0.137
H 4.58181 -2.00290 1.20711  0.023
H 3.57427 -3.05226 4.75016  -0.092
H 5.24724 -3.29001 4.21094  0.488
H 4.28613 -4.57680 4.24605  0.748
H 1.85037 -2.61541 0.46656  0.049
H 3.28330 -2.24741 -0.39049  0.008
H 2.02573 -3.16391 -1.16938  0.496
H 4.06794 -4.69629 -1.51395  0.286
H 5.21857 -4.01631 -0.19603  0.278
H 4.55261 -5.66007 -0.16803  0.363
H 2.08621 -7.23289 3.27508  0.307
H 1.50836 -6.64111 1.73336  -0.902
H 2.85057 -7.81751 1.77232  0.423
H 4.77036 -6.70260 3.74319  0.387
H 5.48426 -5.61168 2.62320  0.383
H 4.95279 -7.19464 2.13567  0.413
O 2.02728 5.08675 3.41023  -0.922
P 1.72292 5.98242 2.27735  -0.463
N 3.14494 6.52869 1.67046  0.796
C 3.04517 7.35624 0.49864  -0.672
C 4.47605 6.25778 2.20476  -1.156
N 0.74603 7.31393 2.70945  0.541
C 1.22879 8.67939 2.78040  -1.110
C -0.49581 7.01441 3.40358  -0.963
N 0.80078 5.28373 1.07788  1.714
C 1.33615 3.97586 0.68291  0.436
C -0.13586 5.92992 0.18708  -1.111
H 3.14328 6.84805 -0.38336  -0.310
H 3.79420 8.17455 0.56096  0.461
H 2.01195 7.76988 0.42958  0.246
H 5.09650 7.13653 2.17643  0.381
H 5.04739 5.48632 1.77576  0.184
H 4.32325 6.06659 3.25392  0.361
H 2.32084 8.66082 2.65188  0.341
H 0.80895 9.31208 2.03442  0.340
H 1.10832 9.21062 3.71015  0.314
H -0.52421 7.65360 4.27322  0.473
H -1.48019 7.09789 2.86401  0.178
H -0.38906 6.00454 3.77677  0.109
H 1.75759 4.16672 -0.30247  0.136
H 2.04829 3.55842 1.41984  -0.663
H 0.55357 3.20101 0.69402  -0.023
H -1.01132 6.25830 0.70591  0.221
H -0.38718 5.13673 -0.55708  0.243
H 0.23646 6.79629 -0.33357  0.175
C -5.67660 0.40672 -4.27355  -0.711
O -4.33235 0.74272 -4.56097  -0.095
P -3.77652 2.22210 -4.33598  0.397
O -2.38000 2.27255 -4.63135  0.042
O -4.77289 3.00878 -5.26890  -0.496
C -4.48545 4.01240 -6.22925  -0.551
O -4.31494 2.66401 -2.85965  -0.433
C -3.42500 2.21366 -1.77785  0.827
H -5.74224 -0.65389 -4.26157  0.232
H -6.38591 0.82780 -5.01059  0.301
H -5.96093 0.93892 -3.30776  0.217
H -3.41273 3.80168 -6.57287  0.224
H -4.64687 5.02733 -5.80982  0.243
H -5.21849 3.89938 -7.01699  0.235
H -2.63293 1.57307 -2.17841  -0.315
H -3.96859 1.64213 -1.01416  -0.169
H -2.94677 3.13125 -1.32266  -0.127
C -4.15412 0.09007 4.51692  -0.626
O -3.09730 0.84132 3.88681  0.448
P -3.35728 2.41041 3.77005  0.470
O -4.62863 2.88418 4.34153  -0.879
O -2.08259 2.96501 4.45705  -0.569
C -0.79072 2.94947 3.95801  0.026
O -3.05724 2.78905 2.27510  0.533
C -3.42995 4.13453 1.92474  -1.013
H -4.18264 -0.89701 4.10870  -0.063
H -5.14253 0.49613 4.52124  0.377
H -3.87682 -0.01235 5.60553  0.284
H -0.31091 1.98295 3.78811  -0.254
H -0.18946 3.59789 4.62145  0.409
H -0.70397 3.47289 2.98560  -0.149
H -2.76073 4.42763 1.16559  0.200
H -3.38872 4.79583 2.82470  0.332
H -4.44623 4.18971 1.56776  0.292
C -3.15932 -3.90785 3.37279  0.018
O -3.52831 -4.08020 4.70726  -0.391
P -2.38462 -3.95437 5.79090  0.476
O -1.64792 -2.70738 5.67812  -0.181
O -1.51085 -5.31063 5.63290  -0.388
C -0.47228 -5.40999 4.70468  -0.496
O -3.03582 -4.23001 7.20189  -0.441
C -4.32341 -3.82573 7.65361  -0.577
H -3.89096 -3.26096 2.92404  0.199
H -3.16778 -4.87828 2.86310  0.378
H -2.15963 -3.43808 3.27191  -0.013
H 0.10659 -6.31194 5.03411  0.268
H 0.21359 -4.56421 4.63937  0.336
H -0.80260 -5.71528 3.69511  0.163
H -4.23599 -3.78446 8.77063  0.240
H -5.12697 -4.54568 7.39242  0.253
H -4.62612 -2.93770 7.20396  0.246
C 1.28826 0.27972 -1.00520  1.205
O 0.12447 -0.48644 -0.58782  0.248
P -0.91011 0.18108 0.41050  -0.162
O -1.05884 1.58486 0.14180  0.133
O -2.18800 -0.71192 0.16456  0.296
C -3.22464 -0.57498 1.16105  1.396
O -0.42793 -0.06643 1.87824  -0.005
C 0.04330 -1.20099 2.51338  0.992
H 2.14315 -0.31154 -0.77337  -0.193
H 1.35490 1.23889 -0.54915  -0.312
H 1.13783 0.46878 -2.05551  -0.724
H -3.34340 0.44688 1.45482  -0.793
H -2.86471 -1.18853 2.02620  -0.753
H -4.14621 -1.03136 0.76027  -0.260
H -0.55220 -1.38433 3.45495  -0.072
H 1.06631 -1.05332 2.80637  -0.540
H -0.00263 -2.13305 1.98201  -0.457